No. 1
Below is a structure of composition C3H3ClO3S, with properties calculated with ωB97M-V/def2-TZVPD.

- Kohn-Sham gap (spin up / spin down) (Eh) = 0.2936 / 0.2935
- spin multiplicity = 1
- LUMO (spin up / spin down) (eV) = -1.54 / -1.54
- E_tot (Ha) = -1200.051315
- energy above the lowest of the compared OMol25 structures with the same formula, charge and spin (kcal per mole) = 97.1

Positions of all 11 atoms, in Å:
Cl  2.3090  -1.5971  1.2005
S  1.3139  -0.7023  -0.2926
O  -0.0058  2.2661  0.9740
O  2.1234  -0.9876  -1.4445
O  1.6867  0.7831  0.4555
C  0.4182  1.2687  0.4889
C  -1.6734  -0.2750  -0.2602
C  -0.2838  0.0929  -0.6182
H  -2.1191  0.8242  -0.1397
H  -1.7415  -0.7269  0.6927
H  -2.0276  -0.9462  -1.0564

---

No. 2
Below is the molecule C4H7NO2, with properties calculated with ωB97M-V/def2-TZVPD.

- structure (SMILES) = C[C@@H](C=O)C(N)=O
- Kohn-Sham gap (Eh) = 0.3893
- spin multiplicity = 1
- LUMO (eV) = 0.65
- E_tot (Ha) = -361.843365
- energy above the lowest of the compared OMol25 structures with the same formula, charge and spin (kcal per mole) = 23.5

Positions of all 14 atoms, in Å:
O  -2.1612  1.7578  -0.0887
O  1.5145  -0.6833  0.9960
N  1.9099  0.3815  -0.9671
C  -1.0388  -1.0711  0.8517
C  -0.9986  1.4204  -0.0557
C  -0.5020  -0.0714  -0.1736
C  1.0599  -0.1776  -0.0185
H  1.7952  0.5832  -1.9564
H  -0.2082  2.2035  -0.0616
H  -0.5145  -2.0149  0.6698
H  -0.6951  -0.7984  1.8468
H  -2.1124  -1.2617  0.8450
H  -0.8853  -0.3325  -1.1795
H  2.8366  0.0643  -0.7082

---

No. 3
Below is a cluster of 3 separate species, C9H21N2O4 in total, with properties calculated with ωB97M-V/def2-TZVPD.

- total charge = +1
- Kohn-Sham gap (Eh) = 0.3219
- spin multiplicity = 1
- LUMO (eV) = -3.87
- E_tot (Ha) = -765.577780
- energy above the lowest of the compared OMol25 structures with the same formula, charge and spin (kcal per mole) = 0.0

Positions of all 36 atoms, in Å:
O  1.4257  -0.5169  -3.4105
O  -0.9446  1.0192  1.2079
O  1.1375  0.6034  3.3001
O  -2.3281  0.3779  -2.0846
N  0.0262  -0.2508  -3.5896
N  2.0463  -0.3161  -1.0261
C  -1.4927  -0.2906  1.3540
C  1.7643  -0.3782  -2.1603
C  -0.3729  1.1145  -3.1306
C  -2.0143  -0.5541  2.7522
C  2.4553  1.0105  2.9057
C  -1.1408  1.0781  -1.8371
C  3.5008  -0.0125  3.3031
C  -0.8115  -1.3776  -3.0651
C  -2.1088  -0.9860  -2.3056
H  -1.3676  2.0833  -1.5563
H  -2.3132  -0.3567  0.6362
H  -0.0531  -0.2500  -4.6015
H  2.4291  1.1278  1.8229
H  -2.4528  -1.5505  2.8255
H  4.4942  0.2989  2.9804
H  -0.2155  -2.0074  -2.4345
H  -1.0747  -1.9876  -3.9078
H  -2.1104  -1.5016  -1.3565
H  1.1342  0.5049  4.2559
H  3.5184  -0.1454  4.3867
H  -0.1908  1.1035  1.8077
H  -0.7334  -1.0374  1.0816
H  3.2749  -0.9810  2.8566
H  -2.9542  -1.3528  -2.8544
H  -0.5656  0.6076  -1.0544
H  -1.0481  1.4921  -3.8825
H  -2.7735  0.1821  3.0156
H  0.4693  1.7817  -3.1230
H  -1.2092  -0.4757  3.4782
H  2.6806  1.9851  3.3475

---

No. 4
Below is the ion C2H8N4O with charge +2, with properties calculated with ωB97M-V/def2-TZVPD.

- total charge = +2
- structure (SMILES) = [NH2+]=C1NO[C@@H]([NH3+])N1
- Kohn-Sham gap (Eh) = 0.4289
- spin multiplicity = 1
- LUMO (eV) = -7.84
- E_tot (Ha) = -374.547057
- energy above the lowest of the compared OMol25 structures with the same formula, charge and spin (kcal per mole) = 19.5

Positions of all 15 atoms, in Å:
O  0.3661  1.5178  -0.3893
N  -2.6572  -0.1899  0.2572
N  2.0502  -0.1436  0.4830
N  -0.2583  -0.5702  -0.5324
N  -0.9346  1.4368  0.0421
C  0.8547  0.2298  -0.6495
C  -1.4127  0.2076  -0.0193
H  3.0598  -0.2987  0.1047
H  -1.4976  2.3426  0.0772
H  2.2077  0.7070  1.0410
H  1.4025  0.1729  -1.6134
H  -0.2695  -1.5136  -0.8173
H  -2.9909  -1.0504  0.0021
H  -3.3186  0.4818  0.1788
H  1.7310  -0.8487  1.1632

---

No. 5
Below is a structure of composition C14H11FeN10, with properties calculated with ωB97M-V/def2-TZVPD.

- Kohn-Sham gap (spin up / spin down) (Eh) = 0.3211 / 0.2371
- spin multiplicity = 6
- expectation value of S² = 8.76
- LUMO (spin up / spin down) (eV) = 0.04 / -2.22
- E_tot (Ha) = -2351.290632
- energy above the lowest of the compared OMol25 structures with the same formula, charge and spin (kcal per mole) = 0.0

Positions of all 36 atoms, in Å:
Fe  -0.2716  0.2904  1.1149
N  -1.3128  1.9283  0.6639
N  -0.5979  0.7485  2.9982
N  -1.2536  1.6813  4.8559
N  -1.6212  2.3124  -0.6060
N  -0.1860  -0.0300  4.0438
N  -2.3320  3.3770  -0.5266
N  -1.8275  2.7961  2.8343
N  -0.5806  0.5348  5.1215
N  -1.3389  -1.1662  -0.1205
N  -2.5222  3.7397  0.7629
C  0.6869  -1.7461  -1.3759
C  1.0635  -4.0360  -2.0651
C  -1.8877  2.8279  1.4652
C  -0.8962  -3.4720  -0.8063
C  2.1338  1.6132  -2.3260
C  -1.2486  1.7826  3.5489
C  1.5521  0.3570  -2.4274
C  -0.5011  -2.1446  -0.7794
C  1.4011  0.2469  -0.0392
C  2.4020  2.1664  -1.0830
C  2.0346  1.4807  0.0699
C  1.4553  -2.7071  -2.0273
C  1.1884  -0.3499  -1.2825
C  -0.1150  -4.4214  -1.4445
H  2.8888  3.1301  -1.0048
H  -2.2913  3.5302  3.3427
H  1.6847  -4.7690  -2.5620
H  -1.8254  -3.7648  -0.3290
H  2.2454  1.9088  1.0428
H  2.3868  -2.3995  -2.4855
H  1.3641  -0.0806  -3.4013
H  -1.6742  -0.4592  -0.7798
H  -2.1459  -1.6181  0.2962
H  -0.4356  -5.4540  -1.4652
H  2.3777  2.1660  -3.2236

---

No. 6
Below is a cluster of 2 separate species, CH3ClO2PS in total, with properties calculated with ωB97M-V/def2-TZVPD.

- total charge = -1
- Kohn-Sham gap (Eh) = 0.2436
- spin multiplicity = 1
- LUMO (eV) = 2.52
- E_tot (Ha) = -1390.251712
- energy above the lowest of the compared OMol25 structures with the same formula, charge and spin (kcal per mole) = 28.8

Positions of all 9 atoms, in Å:
Cl  -2.2732  -1.1256  -2.2167
S  0.0566  -0.5728  0.9910
P  -0.1806  -0.2586  3.0655
O  0.3975  -1.3213  3.9144
O  -0.9156  0.9362  3.4858
C  -0.9827  0.8785  0.4741
H  -1.9069  0.5484  -0.0450
H  -0.3783  1.6676  0.0159
H  -1.2110  1.3779  1.4534